Record 1
The following is a DFT calculation (ωB97M-V/def2-TZVPD) of a 2-piece molecular cluster, C12H16N2O overall in a non-equilibrium geometry.

Each line ends with the Mulliken charge.
Positions of all 31 atoms, in Å:
C -2.829 -0.270 3.201  -1.22
C -2.172 0.103 1.870  -0.17
C -2.026 1.566 1.607  0.38
C -3.001 2.509 1.481  -0.59
N -2.354 3.690 1.207  -0.05
C -1.032 3.426 1.221  -0.26
N -0.801 2.165 1.458  -0.54
H -3.922 -0.372 3.210  0.29
H -2.614 0.522 3.920  0.34
H -2.407 -1.200 3.555  0.37
H -1.205 -0.380 1.813  0.09
H -2.648 -0.371 0.994  0.35
H -4.078 2.433 1.435  0.40
H -2.906 4.514 1.048  0.18
H -0.277 4.188 1.090  0.44
C 1.987 -2.638 0.334  -1.24
C 2.119 -1.846 -0.939  0.37
C 1.866 -0.483 -1.009  -0.28
C 2.031 0.243 -2.173  -0.58
C 2.283 -0.436 -3.360  0.80
O 2.357 0.327 -4.500  -0.54
C 2.547 -1.798 -3.344  -0.63
C 2.442 -2.485 -2.145  -0.38
H 2.770 -2.374 1.048  0.29
H 2.051 -3.708 0.162  0.35
H 1.004 -2.485 0.775  0.24
H 1.520 0.048 -0.121  0.39
H 1.803 1.292 -2.259  0.38
H 2.265 -0.222 -5.290  0.30
H 2.576 -2.412 -4.242  0.24
H 2.651 -3.544 -2.044  0.27

- SMILES = CCc1c[nH]cn1.Cc1ccc(O)cc1
- relative energy (zero: lowest compared OMol25 entry of this formula, charge and spin) (kcal per mole) = 25.6
- Kohn-Sham gap (eV) = 9.09

***

Record 2
The following is a DFT calculation (ωB97M-V/def2-TZVPD) of C24H20N3O3Pd as an isolated structure.

Each line ends with the Mulliken charge.
Positions of all 51 atoms, in Å:
Pd 1.339 -0.199 -0.532  0.82
C 5.659 -0.546 -1.129  -0.79
C 6.117 -0.227 0.134  -0.35
C 5.200 0.057 1.140  -0.64
C 3.853 0.009 0.849  0.85
N 3.411 -0.331 -0.390  -0.15
C 4.289 -0.593 -1.352  -0.13
C 2.789 0.381 1.825  0.43
C 2.924 0.623 3.187  -0.53
C 1.791 0.952 3.915  -0.78
C 0.538 1.026 3.305  -0.55
C 0.458 0.771 1.951  0.20
N 1.587 0.478 1.271  -0.23
C -0.781 0.688 1.085  1.05
C -2.083 1.135 1.541  -0.55
C -3.243 0.957 0.887  -1.06
C -2.605 0.504 -1.563  -1.17
C -1.514 1.468 -1.923  -0.27
N -0.525 0.178 -0.064  -0.60
H 6.338 -0.760 -1.941  0.40
H 7.177 -0.188 0.341  0.45
H 5.537 0.323 2.131  0.33
H 3.874 -0.860 -2.315  0.51
H 3.883 0.533 3.676  0.38
H 1.876 1.135 4.977  0.46
H -0.346 1.258 3.879  0.40
H -2.110 1.629 2.502  0.32
H -4.114 1.351 1.401  0.45
H -2.982 0.002 -2.447  0.49
H -1.333 1.562 -2.990  0.62
C -2.612 -4.641 -1.082  -0.90
O -3.298 -3.456 -0.719  -0.42
C -2.794 -2.200 -0.969  0.75
C -3.526 -1.266 -0.299  -1.00
C -3.547 0.258 -0.419  0.52
C -1.209 0.105 -1.314  1.56
C -1.161 2.747 -1.202  0.24
C -2.225 3.808 -1.195  -1.28
O -0.067 2.911 -0.713  -0.54
C -0.687 -1.164 -1.893  0.30
O 0.616 -1.215 -2.141  -0.90
C -1.560 -2.195 -1.805  -1.22
H -3.206 -5.450 -0.665  0.24
H -1.608 -4.681 -0.656  0.39
H -2.560 -4.765 -2.165  0.34
H -4.304 -1.691 0.323  0.38
H -4.557 0.560 -0.708  0.64
H -2.618 3.953 -2.203  0.39
H -1.823 4.740 -0.807  0.37
H -3.060 3.477 -0.576  0.27
H -1.199 -3.153 -2.144  0.51

- Kohn-Sham gap (eV) = 5.63
- total charge = +1

***

Record 3
The following is a DFT calculation (ωB97M-V/def2-TZVPD) of a single C2H5NSi molecule in a non-equilibrium geometry.

Each line ends with the Mulliken charge.
Positions of all 9 atoms, in Å:
C 2.659 -0.358 0.411  0.40
C 1.588 0.042 0.038  -0.85
Si -0.040 0.684 -0.464  0.34
N -1.173 -0.854 0.054  -0.65
H 3.621 -0.507 0.703  0.45
H -0.384 1.617 0.698  -0.07
H 0.047 1.298 -1.722  -0.10
H -1.640 -1.425 -0.743  0.25
H -2.015 -0.345 0.315  0.25

- SMILES = C#C[SiH2]N
- relative energy (zero: lowest compared OMol25 entry of this formula, charge and spin) (kcal per mole) = 29.7
- Kohn-Sham gap (eV) = 10.79

***

Record 4
The following is a DFT calculation (ωB97M-V/def2-TZVPD) of a single C3H3N3O2 molecule in a non-equilibrium geometry.

Each line ends with the Mulliken charge.
Positions of all 11 atoms, in Å:
H 1.779 2.371 -0.334  0.30
N 1.508 2.050 0.606  -0.57
C 0.805 1.034 0.365  0.48
N 0.426 0.228 1.575  -0.42
C -0.193 -0.879 1.308  0.15
O -0.605 -1.432 0.026  -0.34
C -0.379 -0.478 -0.944  0.62
O -1.188 -0.603 -2.099  -0.51
N 0.418 0.531 -0.885  -0.46
H -0.414 -1.637 2.131  0.34
H -2.156 -1.185 -1.748  0.40

- SMILES = [H]/N=c1/ncoc(O)n1
- relative energy (zero: lowest compared OMol25 entry of this formula, charge and spin) (kcal per mole) = 76.7
- Kohn-Sham gap (eV) = 9.78

***

Record 5
The following is a DFT calculation (ωB97M-V/def2-TZVPD) of a 2-piece molecular cluster, C3H9N overall in a non-equilibrium geometry.

Each line ends with the Mulliken charge.
Positions of all 13 atoms, in Å:
C -2.032 -2.207 1.187  -0.75
C -3.242 -2.127 1.740  0.04
N -4.347 -1.394 1.290  -0.50
H -1.649 -1.657 0.335  0.24
H -1.373 -3.012 1.492  0.22
H -3.357 -2.490 2.758  0.29
H -5.190 -1.930 1.436  0.24
H -4.268 -1.077 0.334  0.23
C 5.154 3.234 -2.111  -0.94
H 5.393 2.829 -1.130  0.24
H 5.839 3.854 -2.667  0.22
H 4.920 2.321 -2.676  0.24
H 4.152 3.656 -1.989  0.24

- SMILES = C=CN.C
- relative energy (zero: lowest compared OMol25 entry of this formula, charge and spin) (kcal per mole) = 28.6
- Kohn-Sham gap (eV) = 9.60

***

Record 6
The following is a DFT calculation (ωB97M-V/def2-TZVPD) of C6H23BClN5O3V as an isolated structure in a non-equilibrium geometry.

Each line ends with the Mulliken charge.
Positions of all 40 atoms, in Å:
V -2.580 1.718 -2.387  0.68
B -2.169 3.252 -4.249  0.26
H -1.854 4.231 -3.721  -0.14
H -3.328 3.091 -4.104  -0.17
H -1.900 3.253 -5.367  -0.09
H -1.634 2.370 -3.729  0.03
Cl -0.292 0.950 -1.613  -0.69
C 1.014 -0.296 2.104  -1.04
C -0.090 0.681 2.542  0.39
C 0.476 2.054 2.877  -0.68
O 1.544 2.023 3.787  -0.34
C 1.356 1.578 5.114  -0.71
N -1.195 0.724 1.607  -0.63
H 0.714 -1.257 1.690  0.35
H 1.747 -0.470 2.896  0.36
H 1.595 0.251 1.350  0.20
H -0.573 0.420 3.496  0.24
H -0.295 2.723 3.277  0.35
H 0.877 2.488 1.953  0.28
H 0.769 0.654 5.100  0.32
H 0.938 2.309 5.808  0.28
H 2.351 1.266 5.428  0.25
H -1.572 -0.208 1.446  0.24
H -0.838 0.943 0.674  0.25
C 2.499 -1.817 -2.563  0.56
O 3.086 -2.807 -3.011  -0.67
N 1.924 -0.920 -3.436  -0.23
N 2.539 -1.410 -1.275  -0.21
H 1.221 -0.294 -3.074  0.03
H 2.012 -0.937 -4.430  0.17
H 1.923 -0.653 -1.034  0.12
H 2.969 -2.027 -0.611  0.19
C -1.908 -2.657 -0.523  0.63
O -2.604 -1.875 0.132  -0.68
N -1.020 -2.243 -1.464  -0.24
N -2.148 -4.023 -0.501  -0.40
H -0.908 -1.241 -1.507  0.13
H -0.301 -2.891 -1.738  0.21
H -2.817 -4.401 0.136  0.23
H -1.528 -4.554 -1.083  0.16

- relative energy (zero: lowest compared OMol25 entry of this formula, charge and spin) (kcal per mole) = 102.4
- spin multiplicity = 4
- Kohn-Sham gap (alpha / beta) (eV) = 7.03 / 7.03